Molecular formula: C33H40N4P2TeZr
Method: DFT, ωB97M-V/def2-TZVPD

Element x y z (Å)
Zr  0.206  -1.688  -0.032
C  1.374  -6.106  -4.274
C  1.460  -5.029  -5.064
C  0.444  -4.628  -6.087
C  -1.045  -4.827  -5.706
C  -1.450  -4.539  -4.295
C  -1.266  -5.365  -3.256
C  -0.956  -6.826  -3.467
C  0.272  -7.121  -4.339
C  -1.098  -0.411  1.400
H  2.186  -6.356  -3.585
H  2.401  -4.476  -5.145
H  0.598  -5.178  -7.033
H  0.626  -3.571  -6.339
H  -1.628  -4.146  -6.341
H  -1.346  -5.843  -5.992
H  -2.151  -3.695  -4.222
H  -1.463  -5.067  -2.224
H  -1.812  -7.320  -3.957
H  -0.838  -7.316  -2.492
H  0.693  -8.083  -4.023
H  -0.057  -7.258  -5.373
H  -0.662  -0.428  2.411
H  -2.175  -0.598  1.481
H  -0.960  0.617  1.036
P  -1.722  -1.084  -1.586
P  1.256  -0.660  -2.091
N  -2.770  -2.439  -1.081
N  -2.952  0.130  -1.882
N  1.767  -2.455  -1.787
N  2.836  -0.048  -2.753
C  -1.151  -1.512  -3.249
C  0.258  -0.978  -3.586
C  -2.674  -3.042  0.185
C  -3.745  -3.917  0.316
C  -4.468  -3.910  -0.914
C  -3.848  -2.995  -1.758
C  -3.915  0.563  -0.956
C  -4.717  1.517  -1.571
C  -4.213  1.714  -2.903
C  -3.115  0.881  -3.052
C  1.677  -3.311  -0.643
C  2.462  -4.439  -0.932
C  2.922  -4.320  -2.240
C  2.429  -3.132  -2.765
C  3.791  -0.479  -3.673
C  4.731  0.530  -3.863
C  4.335  1.632  -3.042
C  3.167  1.260  -2.389
H  -1.896  -1.181  -3.980
H  -1.131  -2.603  -3.283
H  0.815  -1.653  -4.253
H  0.192  0.002  -4.083
H  -1.931  -2.723  0.922
H  -3.977  -4.478  1.212
H  -5.340  -4.512  -1.137
H  -4.064  -2.699  -2.776
H  -3.904  0.152  0.044
H  -5.582  1.991  -1.129
H  -4.642  2.356  -3.657
H  -2.439  0.739  -3.877
H  1.594  -2.932  0.445
H  2.676  -5.212  -0.204
H  3.537  -5.016  -2.797
H  2.482  -2.758  -3.775
H  3.760  -1.453  -4.122
H  5.589  0.485  -4.515
H  4.834  2.585  -2.937
H  2.547  1.760  -1.657
Te  2.230  0.037  0.981
C  1.465  1.670  2.134
C  1.163  2.873  1.474
C  0.461  3.877  2.157
C  0.130  3.706  3.510
C  0.491  2.529  4.189
C  1.200  1.520  3.510
H  1.443  2.963  0.429
H  0.190  4.797  1.634
H  -0.412  4.495  4.036
H  0.233  2.409  5.248
H  1.509  0.600  4.005

Output
E_HOMO (spin up / spin down): -13.678 / -13.677 eV
Net charge: +2
Orbital gap (spin up / spin down): 5.9 / 5.9 eV
Calculated total energy: -67960.019 eV